Record 1
The following is a DFT calculation (wB97M-V/def2-TZVPD) of a cluster of 2 separate species, C13H7Cl3N3O3S in total in a non-equilibrium geometry.

As for the HOMO energy: -2.87 eV. The energy above the lowest of the compared OMol25 structures with the same formula, charge and spin is 0.00 kcal/mol. The charge is -1.

Geometry as XYZ:
```
30
Properties=species:S:1:pos:R:3:mulliken_charge:R:1
C 0.00 -0.03 4.02 0.036
C -0.85 1.23 3.99 0.318
O -0.44 2.30 3.58 -0.552
N -2.09 1.09 4.62 -0.067
C -2.75 -0.06 5.00 0.134
S -4.22 -0.08 5.78 -0.345
N -2.06 -1.20 4.64 -0.070
C -0.81 -1.31 4.03 0.305
O -0.37 -2.38 3.63 -0.550
H 0.68 -0.04 3.17 0.373
H -2.56 1.97 4.84 0.237
H -2.52 -2.09 4.86 0.245
Cl 0.92 0.04 5.50 -0.069
C 3.74 -0.33 9.61 -0.021
Cl 2.35 -1.28 9.41 -0.236
C 4.93 -0.80 8.83 0.200
O 4.89 -1.64 7.94 -0.709
C 6.19 -0.09 9.18 0.066
C 6.09 1.20 9.78 0.627
C 7.29 1.80 10.21 -0.460
C 8.40 0.99 10.32 -0.559
C 8.41 -0.22 9.60 -0.208
N 7.34 -0.71 9.00 -0.577
C 4.80 1.78 9.91 0.159
Cl 4.60 3.47 9.76 -0.315
C 3.68 0.96 10.07 -0.433
H 7.28 2.83 10.54 0.354
H 9.28 1.25 10.89 0.354
H 9.31 -0.81 9.49 0.396
H 2.74 1.35 10.50 0.366
```

Record 2
The following is a DFT calculation (wB97M-V/def2-TZVPD) of a structure of composition C13H7F3N2NaO4 in a non-equilibrium geometry.

As for the HOMO energy: -5.57 eV. The energy above the lowest of the compared OMol25 structures with the same formula, charge and spin is 9.46 kcal/mol. The charge is -1.

Geometry as XYZ:
```
30
Properties=species:S:1:pos:R:3:mulliken_charge:R:1
Na 0.44 2.63 0.75 1.044
O 3.62 0.17 1.81 -0.772
C 2.60 0.84 1.66 0.314
O 2.46 1.90 1.01 -0.778
C 1.31 0.32 2.31 0.239
C 1.21 -0.79 3.14 -0.462
C -0.04 -1.15 3.62 -0.214
C -1.15 -0.41 3.24 -0.463
C -0.96 0.68 2.41 0.254
N 0.24 1.02 1.99 -0.187
C -2.08 1.59 1.86 0.288
O -3.25 1.27 2.09 -0.771
O -1.67 2.58 1.21 -0.780
H 2.11 -1.34 3.39 0.482
H -0.14 -1.99 4.29 0.401
H -2.15 -0.66 3.57 0.483
F 0.71 -2.19 -4.77 -0.287
C -0.43 -1.73 -4.23 0.779
F -1.16 -2.81 -3.91 -0.258
F -1.10 -1.12 -5.23 -0.264
C -0.22 -0.80 -3.07 0.578
C 1.05 -0.47 -2.62 -0.677
C 1.15 0.48 -1.61 -0.316
N 0.10 1.06 -1.08 -0.276
C -1.11 0.69 -1.45 -0.361
C -1.33 -0.25 -2.45 -0.860
H 1.93 -0.92 -3.06 0.454
H 2.10 0.77 -1.20 0.515
H -1.93 1.16 -0.92 0.486
H -2.33 -0.53 -2.75 0.409
```

Record 3
The following is a DFT calculation (wB97M-V/def2-TZVPD) of a structure of composition C13H7N4O2S5Sn in a non-equilibrium geometry.

As for the HOMO energy: -11.01 eV. The energy above the lowest of the compared OMol25 structures with the same formula, charge and spin is 15.47 kcal/mol. The charge is +1.

Geometry as XYZ:
```
32
Properties=species:S:1:pos:R:3:mulliken_charge:R:1
Sn 1.77 -0.31 -2.33 0.694
S 4.60 0.46 -1.78 -0.133
S 5.18 2.31 -1.58 0.173
S 3.64 3.68 -1.97 0.184
S 1.95 2.81 -2.31 -0.054
O -1.42 0.81 4.33 -0.558
N -2.05 0.12 3.57 0.906
O -3.01 -0.56 3.84 -0.539
C -1.63 0.11 2.17 0.254
C -2.61 0.08 1.24 -1.017
C -2.30 0.08 -0.15 1.112
C -3.29 0.08 -1.14 -0.490
C -2.91 0.10 -2.46 -0.871
C -1.55 0.10 -2.76 -0.228
N -0.61 0.08 -1.85 -0.030
C -0.95 0.08 -0.55 -0.223
C 0.10 0.09 0.44 -0.020
N 1.38 0.06 0.03 0.219
C 2.34 0.04 0.93 0.018
C 2.10 0.07 2.30 -0.982
C 0.80 0.10 2.75 -0.636
C -0.24 0.12 1.81 0.662
H -3.64 0.05 1.56 0.512
H -4.33 0.07 -0.84 0.492
H -3.64 0.11 -3.25 0.422
H -1.22 0.10 -3.79 0.443
H 3.36 0.00 0.56 0.188
H 2.92 0.05 3.00 0.439
H 0.58 0.12 3.81 0.528
S 1.51 -5.11 -1.97 -0.364
C 1.58 -3.55 -1.86 0.554
N 1.61 -2.36 -1.77 -0.656
```

Record 4
The following is a DFT calculation (wB97M-V/def2-TZVPD) of a structure of composition C13H8Cl4NNaO4.

As for the HOMO energy: -0.65 eV. The energy above the lowest of the compared OMol25 structures with the same formula, charge and spin is 0.68 kcal/mol. The charge is -2.

Geometry as XYZ:
```
31
Properties=species:S:1:pos:R:3:mulliken_charge:R:1
Na 0.85 -2.14 0.50 0.920
O -2.25 -3.29 -2.20 -0.796
C -1.40 -2.74 -1.47 0.458
O -0.58 -3.22 -0.67 -0.799
C -1.40 -1.19 -1.56 0.285
C -2.46 -0.53 -2.27 -0.581
C -2.49 0.82 -2.32 -0.692
C -1.47 1.57 -1.68 1.127
C -1.41 2.98 -1.69 -0.693
C -0.39 3.63 -1.06 -0.394
C 0.62 2.90 -0.39 -0.609
C 0.59 1.54 -0.36 -0.117
C -0.46 0.84 -1.02 -0.461
N -0.45 -0.52 -0.97 -0.125
H -3.20 -1.17 -2.74 0.472
H -3.28 1.35 -2.84 0.331
H -2.19 3.54 -2.20 0.315
H -0.34 4.72 -1.07 0.353
H 1.43 3.43 0.11 0.371
H 1.33 0.94 0.15 0.470
Cl 2.23 -1.38 5.38 -0.168
C 0.64 -0.97 4.70 0.508
Cl 0.21 0.67 5.27 -0.172
Cl -0.58 -2.11 5.37 -0.190
C 0.63 -1.10 3.11 0.413
O 0.09 -0.19 2.50 -0.634
O 1.16 -2.16 2.72 -0.765
Cl 4.41 -2.72 -1.55 -0.456
C 3.20 -1.58 -0.56 -0.697
H 3.03 -0.80 -1.32 0.096
H 3.92 -1.11 0.14 0.230
```

Record 5
The following is a DFT calculation (wB97M-V/def2-TZVPD) of a structure of composition C13H8Cl5HfO.

As for the HOMO energy: -18.06 eV. The charge is +3.

Geometry as XYZ:
```
28
Properties=species:S:1:pos:R:3:mulliken_charge:R:1
Hf 0.29 0.98 -0.70 1.618
C 2.41 0.04 2.16 -1.624
C 2.02 1.15 1.24 0.998
C 2.73 1.39 0.03 -0.395
C 2.42 2.50 -0.78 -0.479
C 1.38 3.38 -0.43 -0.499
C 0.63 3.13 0.73 -0.354
C 0.93 2.01 1.54 -0.377
H 3.15 0.44 2.86 0.401
H 2.89 -0.79 1.63 0.418
H 1.57 -0.33 2.75 0.413
H 3.53 0.72 -0.26 0.517
H 2.99 2.67 -1.70 0.503
H 1.15 4.24 -1.06 0.498
H -0.19 3.78 1.01 0.516
H 0.33 1.82 2.42 0.527
Cl -5.03 -3.71 -1.38 -0.051
C -3.55 -2.92 -1.15 0.634
C -3.55 -1.50 -1.07 -0.662
Cl -4.96 -0.58 -1.20 -0.095
C -2.32 -0.93 -0.89 1.327
Cl -2.19 0.90 -0.72 -0.293
C -1.11 -1.63 -0.77 -0.256
O 0.02 -0.88 -0.61 -0.519
C -1.12 -3.01 -0.83 0.360
Cl 0.33 -3.87 -0.68 -0.090
C -2.36 -3.66 -1.02 0.025
Cl -2.40 -5.34 -1.11 -0.061
```

Record 6
The following is a DFT calculation (wB97M-V/def2-TZVPD) of a structure of composition C13H8F5N5O2RhS3.

As for the spin multiplicity: 5. As for the HOMO energy (spin up / spin down): -3.09 / -5.79 eV. The energy above the lowest of the compared OMol25 structures with the same formula, charge and spin is 8.08 kcal/mol. The charge is -1.

Geometry as XYZ:
```
37
Properties=species:S:1:pos:R:3:mulliken_charge:R:1
Rh -0.03 -0.31 -0.35 -0.426
N 2.38 -0.37 0.66 -0.219
N 3.08 0.80 0.92 -0.427
C 2.50 2.00 0.67 0.600
N 3.06 3.05 1.32 -0.495
S 1.23 2.23 -0.38 -0.388
H 2.03 -0.80 1.51 0.260
H 2.96 -1.04 0.17 0.249
H 3.73 0.78 1.69 0.220
H 4.01 2.97 1.66 0.207
H 2.79 3.96 0.98 0.236
S -0.20 -2.17 1.29 -0.349
C 0.92 -3.30 0.63 0.259
C 1.43 -4.28 1.48 0.088
N 1.85 -5.09 2.20 -0.583
C 1.31 -3.22 -0.79 0.205
S 0.55 -2.08 -1.82 -0.169
C 2.30 -4.02 -1.34 0.170
N 3.13 -4.67 -1.83 -0.596
C -0.32 1.24 -4.16 -0.771
O 0.04 0.53 -2.97 -0.169
C -0.83 0.64 -1.94 0.434
O -1.81 1.33 -2.02 -0.509
H 0.52 1.12 -4.85 0.223
H -0.48 2.30 -3.94 0.276
H -1.22 0.82 -4.59 0.300
F -0.53 1.34 2.26 -0.355
C -1.74 0.98 1.76 0.996
C -1.80 0.21 0.61 -0.841
C -3.06 -0.16 0.20 1.011
F -3.21 -0.96 -0.87 -0.337
C -4.21 0.24 0.85 0.168
F -5.43 -0.14 0.42 -0.322
C -4.11 1.04 1.97 0.650
F -5.22 1.44 2.62 -0.325
C -2.87 1.41 2.44 0.054
F -2.76 2.18 3.53 -0.324
```

Record 7
The following is a DFT calculation (wB97M-V/def2-TZVPD) of a structure of composition C13H8GaN2O5Se in a non-equilibrium geometry.

As for the HOMO energy: -17.79 eV. The energy above the lowest of the compared OMol25 structures with the same formula, charge and spin is 13.75 kcal/mol. The charge is +3.

Geometry as XYZ:
```
30
Properties=species:S:1:pos:R:3:mulliken_charge:R:1
O 6.16 1.16 -1.09 -0.079
C 5.13 1.64 -0.99 0.088
Ga 0.89 2.93 -0.62 0.360
O 3.51 5.11 -0.79 -0.044
C 2.69 4.32 -0.65 0.360
C -0.62 4.13 -0.12 0.722
O -1.39 4.96 0.17 -0.015
C 2.25 3.09 1.69 0.081
O 2.94 3.16 2.60 -0.041
C 1.20 2.86 -2.66 0.556
O 1.62 2.91 -3.74 -0.051
C 0.20 -1.11 2.30 -0.822
N -0.41 -1.08 0.99 0.273
C 0.09 -0.39 -0.07 -0.158
Se 1.69 0.61 -0.02 0.076
N -0.72 -0.69 -1.12 0.084
C -1.72 -1.60 -0.76 0.516
C -2.50 -2.42 -1.57 -0.767
C -3.11 -3.49 -0.92 -0.542
C -2.94 -3.72 0.46 -0.655
C -2.16 -2.88 1.27 -0.866
C -1.54 -1.83 0.60 1.155
H -0.24 -1.94 2.87 0.270
H 0.04 -0.16 2.84 0.310
H 1.28 -1.25 2.22 0.387
H -0.56 -0.34 -2.05 0.203
H -2.59 -2.21 -2.63 0.408
H -3.71 -4.19 -1.49 0.422
H -3.44 -4.58 0.92 0.408
H -2.05 -3.00 2.35 0.363
```

Record 8
The following is a DFT calculation (wB97M-V/def2-TZVPD) of an isolated molecule of C13H8N2O2 in a non-equilibrium geometry.

As for the HOMO energy: -9.02 eV. The charge is 0. Its SMILES is O=C1c2ccccc2C(=O)N1c1ccccn1.

Geometry as XYZ:
```
25
Properties=species:S:1:pos:R:3:mulliken_charge:R:1
O -2.34 1.95 -1.23 -0.498
C -1.67 1.01 -0.97 0.254
C -0.41 0.39 -1.65 0.628
C 0.64 0.97 -2.46 -0.669
C 1.71 0.06 -2.89 -0.370
C 1.74 -1.37 -2.54 -0.405
C 0.65 -1.96 -1.74 -0.673
C -0.38 -1.05 -1.31 0.824
C -1.67 -1.26 -0.47 -0.091
O -2.39 -2.19 -0.31 -0.494
N -1.92 0.05 0.12 -0.119
C -1.02 0.43 1.22 0.737
C -0.74 -0.61 2.18 -0.435
C 0.15 -0.33 3.30 -0.435
C 0.62 1.06 3.30 -0.360
C 0.18 1.95 2.26 -0.353
N -0.62 1.73 1.17 -0.426
H 0.62 2.05 -2.70 0.411
H 2.58 0.43 -3.49 0.335
H 2.60 -1.98 -2.89 0.355
H 0.60 -3.03 -1.47 0.419
H -1.19 -1.62 2.07 0.340
H 0.41 -1.10 4.05 0.388
H 1.30 1.42 4.10 0.313
H 0.55 3.01 2.35 0.324
```

Record 9
The following is a DFT calculation (wB97M-V/def2-TZVPD) of an isolated molecule of C13H8OS2 in a non-equilibrium geometry.

As for the HOMO energy: -9.00 eV. The energy above the lowest of the compared OMol25 structures with the same formula, charge and spin is 12.19 kcal/mol. The charge is 0. Its SMILES is O=C(C#CSc1ccccc1)c1cccs1.

Geometry as XYZ:
```
24
Properties=species:S:1:pos:R:3:mulliken_charge:R:1
O 3.24 -2.44 -1.51 -0.542
C 2.30 -1.81 -0.96 0.344
C 2.53 -0.89 0.14 0.548
C 2.41 -0.17 1.16 -0.436
S 2.29 0.91 2.66 -0.099
C 0.59 1.45 2.25 0.097
C 0.32 2.49 1.33 -0.324
C -1.06 2.72 1.08 -0.498
C -2.06 1.92 1.60 -0.337
C -1.78 0.90 2.50 -0.602
C -0.46 0.57 2.69 -0.301
C 1.03 -1.69 -1.73 0.202
C 0.60 -2.63 -2.63 -0.459
C -0.55 -2.10 -3.31 -0.518
C -1.03 -0.99 -2.67 -0.239
S -0.10 -0.33 -1.45 0.007
H 1.16 3.00 0.91 0.445
H -1.42 3.47 0.44 0.393
H -3.09 2.19 1.45 0.410
H -2.62 0.32 2.94 0.309
H -0.19 -0.35 2.99 0.493
H 1.04 -3.64 -2.92 0.342
H -1.21 -2.44 -4.14 0.319
H -1.93 -0.45 -2.82 0.445
```

Record 10
The following is a DFT calculation (wB97M-V/def2-TZVPD) of a structure of composition C13H9BrN2RhSTe4 in a non-equilibrium geometry.

As for the spin multiplicity: 2. As for the HOMO energy (spin up / spin down): -6.14 / -7.51 eV. The energy above the lowest of the compared OMol25 structures with the same formula, charge and spin is 35.69 kcal/mol. The charge is 0.

Geometry as XYZ:
```
31
Properties=species:S:1:pos:R:3:mulliken_charge:R:1
Rh 1.45 1.33 0.00 -0.805
Br 1.11 -6.53 0.00 -0.214
C 0.76 -4.66 0.00 0.056
C -0.55 -4.22 0.00 -0.840
C -0.81 -2.87 0.00 -0.627
C 0.23 -1.91 0.00 0.500
C 1.55 -2.40 0.00 0.405
C 1.82 -3.75 0.00 -0.701
N 0.01 -0.56 0.00 0.589
C -1.21 -0.04 0.00 0.077
C -1.45 1.34 0.00 0.359
C -2.78 1.84 0.00 -1.167
C -3.01 3.18 0.00 -0.278
C -1.90 4.06 0.00 -0.981
C -0.64 3.52 0.00 0.147
N -0.38 2.21 0.00 0.687
H -1.37 -4.92 0.00 0.422
H -1.83 -2.55 0.00 0.297
H 2.37 -1.69 0.00 -0.258
H 2.84 -4.10 0.00 0.424
H -2.09 -0.68 0.00 0.053
H -3.59 1.12 0.00 0.418
H -4.01 3.58 0.00 0.432
H -2.03 5.13 0.00 0.398
H 0.23 4.18 0.00 0.123
Te 1.23 1.09 2.73 0.055
Te 2.53 3.28 1.96 -0.023
Te 2.53 3.28 -1.95 -0.022
Te 1.23 1.09 -2.73 0.055
S 4.62 0.08 0.00 -0.131
C 3.15 0.56 0.00 0.549
```

Record 11
The following is a DFT calculation (wB97M-V/def2-TZVPD) of an isolated molecule of C13H9Cl2NO2.

As for the HOMO energy: -9.43 eV. The energy above the lowest of the compared OMol25 structures with the same formula, charge and spin is 0.00 kcal/mol. The charge is 0. Its SMILES is O=C(OCc1ccc(Cl)cc1)c1cccnc1Cl.

Geometry as XYZ:
```
27
Properties=species:S:1:pos:R:3:mulliken_charge:R:1
O 1.41 0.18 2.65 -0.547
C 0.43 0.08 1.96 0.371
O 0.48 0.05 0.62 -0.167
C 1.78 0.15 0.04 -1.004
C 1.63 0.06 -1.45 0.496
C 1.82 -1.15 -2.11 -0.363
C 1.65 -1.24 -3.48 -0.661
C 1.27 -0.12 -4.20 0.395
Cl 1.05 -0.23 -5.91 -0.211
C 1.06 1.09 -3.56 -0.638
C 1.24 1.17 -2.19 -0.309
C -0.97 -0.02 2.44 0.228
C -2.02 0.43 1.64 -0.254
C -3.32 0.36 2.12 -0.569
C -3.52 -0.15 3.39 -0.180
N -2.54 -0.59 4.15 -0.554
C -1.30 -0.54 3.70 0.447
Cl -0.10 -1.17 4.74 -0.158
H 2.41 -0.65 0.43 0.390
H 2.23 1.11 0.34 0.424
H 2.12 -2.02 -1.55 0.378
H 1.80 -2.18 -3.99 0.411
H 0.76 1.96 -4.12 0.409
H 1.08 2.12 -1.69 0.410
H -1.81 0.82 0.66 0.467
H -4.15 0.70 1.52 0.391
H -4.51 -0.22 3.83 0.399
```

Record 12
The following is a DFT calculation (wB97M-V/def2-TZVPD) of the ion C13H9ClNO with charge +1 in a non-equilibrium geometry.

As for the HOMO energy: -12.24 eV. The energy above the lowest of the compared OMol25 structures with the same formula, charge and spin is 28.42 kcal/mol. The charge is +1. Its SMILES is Oc1cc2cccc[n+]2c2c(Cl)cccc12.

Geometry as XYZ:
```
25
Properties=species:S:1:pos:R:3:mulliken_charge:R:1
O -0.06 -0.94 3.23 -0.550
C -0.14 -0.46 1.96 1.034
C -0.75 0.69 1.79 -0.880
C -0.85 1.20 0.47 0.894
C -1.53 2.39 0.42 -0.818
C -1.75 2.97 -0.82 -0.359
C -1.34 2.35 -1.90 -0.704
C -0.58 1.13 -1.87 -0.162
N -0.30 0.55 -0.63 0.178
C 0.54 -0.53 -0.43 0.377
C 1.38 -1.15 -1.52 0.149
Cl 1.86 -0.32 -2.86 -0.192
C 2.05 -2.33 -1.21 -0.621
C 1.79 -3.06 -0.02 -0.669
C 1.12 -2.40 1.04 -0.448
C 0.50 -1.16 0.92 0.309
H -0.65 -0.52 3.86 0.313
H -1.17 1.19 2.68 0.296
H -1.87 2.88 1.28 0.445
H -2.41 3.83 -0.96 0.383
H -1.73 2.72 -2.83 0.386
H -0.11 0.81 -2.80 0.403
H 2.63 -2.77 -1.89 0.531
H 2.32 -4.04 0.16 0.337
H 1.04 -3.03 1.94 0.369
```

Across the entries above, energy takes the values -72611.650, -37338.924, -83649.438, -77800.116, -79545.696, -74255.486, -144517.705, -20683.735, -37324.521, -129665.076, -44257.403, -29679.134 eV, respectively.